(1)
This record from the Open Molecules 2025 dataset describes C12H24BrO9Pt as an isolated structure. The level of theory is ωB97M-V/def2-TZVPD.

ORCA input file:
```
! wB97M-V def2-TZVPD RIJCOSX def2/J DEFGRID3
* xyz 1 3
Pt -9.4960 -15.9408 -0.9825
Br -7.0557 -15.5322 -0.0339
C -9.0728 -18.4284 -6.5730
C -9.2120 -17.2662 -5.6213
O -8.0131 -16.5081 -5.4957
C -7.8072 -15.8043 -4.3898
O -8.4027 -15.9607 -3.3439
O -6.7883 -15.0129 -4.6159
C -6.3213 -14.1500 -3.6009
H -8.2805 -19.1290 -6.3205
H -8.9275 -18.0144 -7.5727
H -10.0098 -18.9842 -6.5921
H -9.5285 -17.6413 -4.6401
H -9.9947 -16.5738 -5.9430
H -5.2346 -14.1666 -3.5795
H -6.6644 -14.3378 -2.5825
H -6.6414 -13.1237 -3.7999
C -12.0286 -20.3137 1.8690
C -11.4516 -19.0482 1.2554
O -11.1427 -18.1258 2.2822
C -10.2570 -17.2017 2.0540
O -9.6677 -17.0804 0.9872
O -10.1003 -16.4740 3.1130
C -9.0332 -15.5158 3.1249
H -12.9406 -20.0955 2.4257
H -11.3129 -20.8084 2.5250
H -12.3164 -21.0347 1.1037
H -12.2101 -18.6496 0.5750
H -10.6239 -19.3397 0.6075
H -8.2488 -15.7111 2.4016
H -8.6532 -15.4855 4.1438
H -9.4758 -14.5288 2.9706
C -11.9681 -20.1117 -3.6371
C -11.0488 -19.2565 -2.8087
O -9.6897 -19.6286 -2.9738
C -8.8178 -18.8965 -2.3204
O -9.0938 -17.9585 -1.5996
O -7.6325 -19.3542 -2.5347
C -6.5147 -18.7240 -1.9271
H -13.0043 -19.7841 -3.6274
H -12.0149 -21.1687 -3.3579
H -11.5861 -20.1711 -4.6613
H -11.3384 -19.3275 -1.7524
H -11.2253 -18.1991 -3.0320
H -6.4725 -18.8955 -0.8469
H -6.5616 -17.6422 -2.0424
H -5.6113 -19.1681 -2.3300
*
```

## Properties
LUMO (spin up / spin down) = -4.81 / -5.86 eV
Orbital gap (spin up / spin down) = 8.21 / 7.00 eV
M = 587.30 Da
⟨S²⟩ = 2.010
HOMO level (spin up / spin down) = -13.026 / -12.855 eV

(2)
This record from the Open Molecules 2025 dataset describes C12H24Cl12F10Mg2N5O20S10 as an isolated structure. The level of theory is ωB97M-V/def2-TZVPD.

ORCA input file:
```
! wB97M-V def2-TZVPD RIJCOSX def2/J DEFGRID3
* xyz -1 1
Mg -2.5750 -2.9908 1.5520
Mg 2.0813 -1.6776 0.1416
N 3.7442 -1.1179 -0.3923
S 4.5593 0.1092 -0.9098
O 4.9398 0.0564 -2.3157
O 5.3646 0.8001 0.1052
F 3.1858 0.9848 -0.8982
S 5.1867 -2.0232 -0.3530
O 6.1858 -1.6379 0.6153
O 5.5142 -2.7216 -1.5710
F 4.4164 -3.1449 0.5012
N -1.0658 -3.2796 2.5176
S -0.6546 -3.2044 4.0339
O 0.4377 -2.2877 4.3167
O -0.7590 -4.4135 4.8727
F -2.0166 -2.3717 4.3415
S 0.4544 -3.9765 2.0917
O 0.9379 -5.1368 2.8392
O 1.3687 -3.0037 1.4451
F -0.0213 -4.7162 0.7416
N 3.7034 -4.5897 -2.4605
S 3.0717 -5.6763 -1.6523
O 2.4380 -6.7724 -2.4168
O 2.4835 -5.4162 -0.3201
F 4.5056 -6.3483 -1.3070
S 2.1855 -3.7720 -2.5067
O 1.8831 -2.9887 -1.3016
O 1.1413 -4.3259 -3.4159
F 2.8694 -2.5861 -3.4145
N 0.6234 -0.6161 0.0089
S -0.0237 0.2248 -1.1478
O 0.2796 1.6225 -1.1600
O -1.3317 -0.1791 -1.6666
F 0.9373 -0.5117 -2.2439
S -0.6609 -0.2353 1.0418
O -1.7412 -1.2127 0.9992
O -0.9523 1.1969 1.2665
F 0.1471 -0.5262 2.4336
N -3.1491 -3.9132 0.1002
S -4.2800 -4.7689 -0.6424
O -4.1290 -6.1978 -0.5615
O -5.2515 -4.1874 -1.5914
F -5.1757 -4.5513 0.6867
S -2.2202 -4.0249 -1.4123
O -2.6782 -3.3468 -2.6229
O -1.4039 -5.1845 -1.7243
F -1.0969 -2.9824 -0.9171
Cl -5.8396 1.8312 0.7803
C -6.0747 1.3005 -0.9214
C -4.8348 0.4782 -1.4674
Cl -4.6904 -0.8977 -0.2928
H -6.1200 2.1286 -1.6287
H -6.9547 0.6604 -0.9843
H -3.8668 0.9533 -1.6265
H -5.1221 -0.0233 -2.3916
Cl -2.6213 1.1695 4.4686
C -3.6581 2.6071 4.1050
C -3.2749 3.2640 2.7753
Cl -1.6121 3.9027 2.9420
H -3.6550 3.2876 4.9564
H -4.6887 2.2525 4.1204
H -3.9011 4.1201 2.5241
H -3.1970 2.5492 1.9561
Cl 2.4325 2.9366 5.6386
C 0.8513 2.2098 5.1899
C 0.6724 0.7290 5.4161
Cl 0.8919 0.2437 7.2013
H 0.6605 2.4361 4.1409
H 0.1273 2.8183 5.7318
H 1.4722 0.2283 4.8704
H -0.3372 0.4684 5.0985
Cl 3.3645 3.7561 1.8647
C 1.9172 4.0776 0.8801
C 2.0626 5.3003 -0.0842
Cl 2.5512 4.7120 -1.6695
H 1.1800 4.2491 1.6645
H 1.6261 3.1676 0.3554
H 2.7374 6.0896 0.2470
H 1.0361 5.6665 -0.0674
Cl -1.9716 2.4904 -3.5617
C -1.1821 3.9609 -2.9588
C -2.2040 4.8050 -2.2484
Cl -2.9941 3.9582 -0.8725
H -0.7478 4.4133 -3.8503
H -0.5037 3.5459 -2.2134
H -2.9602 5.1182 -2.9682
H -1.7871 5.7180 -1.8233
Cl 1.4885 1.0812 -4.6289
C 3.2817 1.4255 -4.5474
C 3.8579 2.2166 -5.7632
Cl 3.3832 3.9157 -5.5958
H 3.8016 0.4678 -4.5750
H 3.5636 1.8894 -3.6022
H 3.4380 1.7514 -6.6551
H 4.9423 2.1925 -5.6561
*
```

## Properties
LUMO = -0.77 eV
Orbital gap = 6.91 eV
M = 1543.04 Da
Energy above the lowest of the compared OMol25 structures with the same formula, charge and spin = 0.0 kcal per mole
HOMO level = -7.680 eV

(3)
This record from the Open Molecules 2025 dataset describes a 2-piece molecular cluster, C12H24Cl2O3SSi overall. The level of theory is ωB97M-V/def2-TZVPD.

ORCA input file:
```
! wB97M-V def2-TZVPD RIJCOSX def2/J DEFGRID3
* xyz 0 1
C 2.9710 -0.2691 1.9497
C 1.7159 -1.1476 1.9325
Cl 2.2399 -2.8671 1.8486
C 0.7501 -0.7672 0.8034
Cl -0.4248 -2.0886 0.4675
C -0.0519 0.5122 1.1034
C 0.8355 1.7772 1.2091
O 0.2528 2.7951 0.3764
C -0.6890 2.2668 -0.4368
O -1.1533 2.9002 -1.3324
C -1.0614 0.8870 0.0005
Si -2.8921 0.9821 0.5502
C -3.3548 -0.4888 1.6144
C -3.9685 1.0384 -0.9708
C -3.1174 2.5615 1.5250
H 3.7772 -0.7856 2.4711
H 2.7854 0.6668 2.4852
H 3.3040 -0.0485 0.9311
H 1.1839 -1.0661 2.8855
H 1.3186 -0.6250 -0.1191
H -0.5686 0.3384 2.0569
H 1.8461 1.6002 0.8311
H 0.8967 2.1725 2.2251
H -1.0214 0.2176 -0.8636
H -3.6478 -1.3410 0.9936
H -4.2106 -0.2086 2.2395
H -2.5501 -0.8218 2.2749
H -3.7376 0.2338 -1.6759
H -5.0188 0.9392 -0.6719
H -3.8437 1.9958 -1.4849
H -3.0068 3.4249 0.8606
H -4.1379 2.5696 1.9258
H -2.4222 2.6800 2.3625
C 1.3953 -1.7911 -3.3417
S 2.5998 -1.9052 -2.0158
O 2.9538 -0.5002 -1.6564
C 3.9487 -2.5436 -3.0109
H 0.4940 -1.3477 -2.9219
H 1.7903 -1.1528 -4.1315
H 1.1716 -2.7906 -3.7140
H 4.1522 -1.8507 -3.8268
H 3.6784 -3.5293 -3.3888
H 4.8176 -2.6232 -2.3609
*
```

## Properties
LUMO = 0.43 eV
Orbital gap = 9.77 eV
M = 347.38 Da
HOMO level = -9.343 eV

(4)
This record from the Open Molecules 2025 dataset describes C12H24ClNiO7 as an isolated structure. The level of theory is ωB97M-V/def2-TZVPD.

ORCA input file:
```
! wB97M-V def2-TZVPD RIJCOSX def2/J DEFGRID3
* xyz 0 4
Ni -6.5737 18.3484 3.8012
Cl -7.7767 16.7362 2.3988
C -10.4655 13.8482 2.6249
C -11.7064 14.6073 2.7474
O -11.8609 15.0424 4.0408
C -13.0015 15.4386 4.5506
O -14.1053 15.3838 3.9905
O -12.7605 15.8940 5.7627
C -13.8384 16.3705 6.5709
H -10.5111 12.8907 3.1437
H -9.5987 14.4702 2.8484
H -10.2832 13.6217 1.5743
H -12.4715 13.8855 2.4616
H -11.7861 15.3597 1.9627
H -14.8102 16.2323 6.0970
H -13.7435 17.4181 6.8566
H -13.8100 15.8886 7.5482
C -10.4249 20.8214 -4.5101
C -9.9690 20.8732 -3.0417
O -10.3887 19.8164 -2.2274
C -9.7826 18.6909 -2.1497
O -8.7462 18.3743 -2.8505
O -10.3401 17.9239 -1.1562
C -9.7153 16.6811 -0.7770
H -9.9035 20.1043 -5.1442
H -10.1866 21.7776 -4.9760
H -11.4793 20.6204 -4.6998
H -10.4661 21.7510 -2.6287
H -8.8940 21.0242 -2.9436
H -10.4344 15.9174 -1.0732
H -9.6691 16.7201 0.3113
H -8.7656 16.4677 -1.2674
C -10.8539 19.7589 4.2447
C -11.2051 18.5052 3.3622
C -11.8041 19.1583 2.1219
O -12.4251 20.3701 2.4880
C -11.6226 20.8879 3.5720
H -9.7936 20.0118 4.2409
H -11.1343 19.6098 5.2874
H -11.9421 17.8263 3.7913
H -10.3103 17.9016 3.2102
H -12.5402 18.4711 1.7047
H -11.0409 19.2730 1.3522
H -12.3402 21.2128 4.3255
H -10.9328 21.6471 3.2035
*
```

## Properties
LUMO (spin up / spin down) = -0.12 / -3.05 eV
Orbital gap (spin up / spin down) = 8.83 / 6.52 eV
M = 374.46 Da
Energy above the lowest of the compared OMol25 structures with the same formula, charge and spin = 0.0 kcal per mole
⟨S²⟩ = 3.754
HOMO level (spin up / spin down) = -8.947 / -9.578 eV

| no. | E_tot (Eh) |
| --- | --- |
| 1 | -3841.83204 |
| 2 | -13153.14236 |
| 3 | -2305.46075 |
| 4 | -2966.67287 |